Entry 1:
Computed, not measured: one molecule with the formula C6H10O in a non-equilibrium geometry, with the ωB97M-V functional and the def2-TZVPD basis.

Geometry as XYZ:
```
17
Properties=species:S:1:pos:R:3:forces:R:3:mulliken_charge:R:1
C 1.743 -0.396 1.154 0.12 0.17 -0.08 -0.6261
C 1.680 0.288 0.015 0.47 0.26 0.49 -0.2237
C 0.768 1.476 -0.266 0.17 0.08 0.00 -0.4084
O -0.641 1.244 -0.124 -0.11 -0.21 -0.01 -0.4271
C -1.015 -0.058 -0.303 -0.15 -0.33 -0.10 0.7775
C -0.225 -0.885 -0.980 -0.91 -0.17 -0.65 -1.0397
C -2.322 -0.436 0.284 -0.12 -0.06 0.24 -1.1086
H 0.981 -0.302 1.928 0.24 0.18 -0.05 0.2379
H 2.497 -1.164 1.302 -0.12 0.07 -0.05 0.2861
H 2.384 0.053 -0.782 0.04 0.12 0.21 0.3015
H 0.958 1.874 -1.272 0.02 -0.17 0.18 0.3050
H 1.022 2.259 0.455 -0.21 0.03 -0.13 0.3276
H 0.286 -0.414 -1.784 1.34 -0.04 -0.20 0.4156
H -0.138 -1.952 -0.832 -0.69 -0.04 -0.42 0.2994
H -3.044 0.358 0.066 0.07 -0.10 0.15 0.3117
H -2.280 -0.599 1.362 -0.11 0.10 0.11 0.2575
H -2.656 -1.345 -0.223 -0.05 0.13 0.29 0.3139
```
Positions in Å, forces in eV/Å.

## Properties
Frontier orbital gap: 8.829 eV
E_LUMO: 1.074 eV
Strongest force on any atom: 1.35 eV/Å
Energy above the lowest of the compared OMol25 structures with the same formula, charge and spin: 55.7 kcal per mole
HOMO: -7.75 eV
SMILES: C=CCOC(=C)C

Entry 2:
Computed, not measured: a 2-piece molecular cluster, CH3N2O4 overall in a non-equilibrium geometry, with the ωB97M-V functional and the def2-TZVPD basis.

Geometry as XYZ:
```
10
Properties=species:S:1:pos:R:3:forces:R:3:mulliken_charge:R:1
C 0.408 1.037 -1.004 -2.09 -1.23 -3.18 -0.6435
N 0.630 -2.020 1.501 2.10 -2.88 0.80 0.2586
N -1.216 -0.157 0.419 -1.74 -0.38 -1.00 0.3463
O 0.139 -2.734 0.618 -0.59 0.70 -0.23 -0.5654
O 0.258 -0.880 1.702 -0.68 2.05 0.09 -0.4498
O -1.599 0.901 0.784 0.86 0.39 0.22 -0.4965
O -0.406 -0.117 -0.777 0.88 0.05 -0.45 -0.2163
H -0.049 1.628 -1.870 0.74 -0.49 1.13 0.1924
H 1.421 0.775 -1.224 0.58 -0.61 -0.36 0.2509
H 0.413 1.566 -0.151 -0.07 2.40 2.97 0.3232
```
Positions in Å, forces in eV/Å.

## Properties
Frontier orbital gap (alpha / beta): 6.724 / 6.724 eV
Net charge: -1
E_LUMO (alpha / beta): 4.048 / 4.048 eV
Strongest force on any atom: 3.99 eV/Å
Energy above the lowest of the compared OMol25 structures with the same formula, charge and spin: 96.2 kcal per mole
HOMO (alpha / beta): -2.68 / -2.68 eV

Entry 3:
Computed, not measured: a 15-piece molecular cluster, H30O15 overall in a non-equilibrium geometry, with the ωB97M-V functional and the def2-TZVPD basis.

Geometry as XYZ:
```
45
Properties=species:S:1:pos:R:3:forces:R:3:mulliken_charge:R:1
O -0.170 -3.896 1.435 0.03 -0.93 0.16 -0.7100
H -0.357 -4.647 0.860 0.61 -0.16 0.13 0.2936
H -0.949 -3.366 1.274 -0.45 0.48 -0.23 0.4153
O -2.008 -2.319 0.481 -0.60 0.48 0.75 -0.7536
H -2.417 -2.711 -0.284 -0.12 -0.28 -0.63 0.2657
H -2.739 -2.230 1.111 0.11 0.12 -0.21 0.2957
O 3.680 0.397 -0.673 1.52 -0.92 -1.22 -0.5869
H 4.141 0.985 -0.113 0.79 0.84 0.98 0.2428
H 2.786 0.637 -0.604 -2.01 0.29 0.20 0.3168
O -2.608 -0.332 -2.063 -0.48 -1.00 1.24 -0.6088
H -2.683 -0.059 -1.124 0.28 0.34 -0.74 0.3074
H -2.885 -1.257 -1.922 0.12 0.42 -0.80 0.3060
O 0.917 -1.797 2.656 0.32 2.68 1.14 -0.7191
H 0.493 -2.492 2.212 -0.55 -2.49 -0.62 0.4125
H 1.279 -2.033 3.499 0.26 -0.72 0.43 0.2354
O -1.128 2.325 0.315 -1.00 0.19 -0.45 -0.7539
H -1.956 1.876 0.557 0.62 0.07 0.02 0.2356
H -0.445 2.085 0.933 0.19 -0.05 0.86 0.3358
O -0.445 0.639 -3.515 -1.81 -1.24 -0.61 -0.6810
H -0.727 0.086 -2.771 -0.40 0.12 -0.39 0.3455
H 0.292 1.078 -3.158 1.62 1.12 0.42 0.4960
O 0.550 4.064 -1.012 0.12 -0.06 -0.35 -0.7283
H 0.024 3.650 -1.712 -0.13 0.51 -0.06 0.3567
H 0.276 3.548 -0.250 -0.35 0.30 0.39 0.4300
O 2.433 -1.878 0.545 -0.42 -0.54 3.27 -0.7111
H 1.990 -1.645 -0.231 -0.64 0.72 -2.36 0.2911
H 1.751 -1.668 1.259 2.01 -0.28 -1.57 0.5056
O 1.822 -1.237 -2.370 0.11 -0.35 0.09 -0.6810
H 1.177 -1.964 -2.382 0.08 0.90 0.00 0.3153
H 1.399 -0.390 -2.138 -0.15 -0.72 -0.16 0.1496
O -0.773 0.151 2.947 -0.99 1.49 -0.01 -0.6769
H -0.040 -0.421 2.793 2.33 -0.33 -0.72 0.4542
H -1.312 -0.591 3.147 -1.80 -0.62 0.74 0.2321
O 1.451 1.779 -2.144 -0.14 0.16 1.03 -0.6552
H 2.244 2.201 -2.449 0.87 0.09 -0.50 0.2619
H 1.179 2.383 -1.421 0.19 -0.42 -0.46 0.3751
O 1.515 2.222 1.079 0.34 0.40 -1.01 -0.5389
H 1.476 2.202 2.014 -0.24 -0.49 1.75 0.1988
H 2.187 2.898 0.951 0.09 0.17 -0.49 0.2822
O -3.362 0.396 0.451 -1.25 1.66 -0.49 -0.6660
H -3.339 0.326 1.397 0.18 -0.12 0.90 0.2957
H -3.977 1.166 0.288 0.75 -1.27 0.06 0.2879
O 0.123 -0.135 -0.068 1.08 -2.07 -0.34 0.4671
H -0.272 0.692 0.041 -0.79 2.20 -0.17 -0.0704
H -0.594 -0.718 0.162 -0.31 -0.68 0.03 0.1336
```
Positions in Å, forces in eV/Å.

## Properties
Frontier orbital gap: 8.180 eV
E_LUMO: -0.918 eV
Strongest force on any atom: 3.34 eV/Å
Energy above the lowest of the compared OMol25 structures with the same formula, charge and spin: 72.0 kcal per mole
HOMO: -9.10 eV

Entry 4:
Computed, not measured: C10H14AuO8PS4 as an isolated structure, with the ωB97M-V functional and the def2-TZVPD basis.

Geometry as XYZ:
```
38
Properties=species:S:1:pos:R:3:forces:R:3:mulliken_charge:R:1
Au -0.652 -1.129 -1.770 0.28 0.13 0.21 0.8179
O 1.152 -4.411 -2.236 -0.04 0.12 0.02 -0.6036
S 0.118 -4.178 -1.274 0.09 -0.29 0.07 1.5547
O -0.556 -5.345 -0.757 -0.06 -0.05 0.03 -0.7297
O -0.939 -3.201 -1.741 -0.10 -0.01 -0.06 -0.7608
C 0.831 -3.357 0.165 -0.18 -0.29 -0.13 -0.0223
C 0.351 -3.814 1.385 -0.05 -0.02 0.13 -0.6034
C 0.774 -3.249 2.576 -0.01 0.01 -0.04 -0.5219
C 1.689 -2.211 2.550 0.02 -0.02 -0.08 -0.6344
C 2.174 -1.758 1.334 0.04 0.07 0.11 -0.6110
C 1.760 -2.324 0.134 0.13 0.29 -0.26 0.1422
S 2.544 -1.614 -1.344 0.45 0.19 0.42 1.4248
O 2.984 -0.305 -0.890 -0.17 0.14 -0.02 -0.6941
O 3.608 -2.512 -1.703 -0.07 -0.08 -0.11 -0.6678
O 1.492 -1.503 -2.381 -0.21 -0.14 -0.28 -0.7018
H -0.364 -4.623 1.376 -0.02 -0.02 0.01 0.5198
H 0.380 -3.616 3.514 -0.01 -0.02 0.04 0.3830
H 2.029 -1.749 3.469 0.00 0.01 0.02 0.3733
H 2.881 -0.942 1.289 0.01 0.00 -0.01 0.5279
C -3.189 3.947 -1.345 -0.02 -0.06 -0.02 -1.0090
C -3.330 2.690 -0.518 -0.19 -0.01 -0.01 -0.3835
O -2.133 2.477 0.242 0.25 -0.22 -0.01 -0.3390
P -1.206 1.210 -0.095 -0.63 -0.16 -0.30 0.8931
S -2.129 -0.547 0.197 0.05 0.36 -0.04 -0.4744
S -0.565 1.243 -2.004 -0.05 0.12 0.04 -0.3910
O -0.060 1.435 0.937 0.58 -0.02 0.29 -0.3592
C 1.128 2.229 0.651 -0.09 -0.06 0.36 -0.0945
C 0.798 3.702 0.667 0.10 0.06 -0.11 -1.1327
H -4.109 4.130 -1.903 -0.01 0.01 0.00 0.3968
H -2.370 3.837 -2.057 0.00 0.01 -0.01 0.2198
H -2.992 4.808 -0.707 0.01 0.02 0.02 0.2716
H -3.519 1.817 -1.145 -0.07 0.04 -0.03 0.3511
H -4.138 2.773 0.212 0.00 -0.01 -0.09 0.3058
H 1.564 1.895 -0.285 -0.01 -0.10 -0.15 0.3213
H 1.817 1.963 1.453 -0.04 0.00 -0.03 0.2864
H 0.145 3.970 -0.166 -0.01 -0.01 0.05 0.2228
H 1.721 4.274 0.566 0.03 0.02 0.00 0.4263
H 0.313 3.985 1.602 -0.02 -0.01 -0.02 0.2953
```
Positions in Å, forces in eV/Å.

## Properties
Spin multiplicity: 2
Frontier orbital gap (alpha / beta): 7.786 / 7.294 eV
Net charge: -1
E_LUMO (alpha / beta): 2.480 / 1.026 eV
Strongest force on any atom: 0.72 eV/Å
<S²>: 0.7546
Energy above the lowest of the compared OMol25 structures with the same formula, charge and spin: 0.0 kcal per mole
HOMO (alpha / beta): -5.31 / -6.27 eV

Entry 5:
Computed, not measured: C16H21BN8O2W as an isolated structure in a non-equilibrium geometry, with the ωB97M-V functional and the def2-TZVPD basis.

Geometry as XYZ:
```
49
Properties=species:S:1:pos:R:3:forces:R:3:mulliken_charge:R:1
W -0.363 1.049 1.522 0.03 0.23 -0.43 0.9758
C 3.675 -0.565 0.893 0.12 -0.04 -0.02 -1.6922
C 2.327 -0.193 1.385 0.40 -0.59 0.89 1.1143
N 1.487 0.564 0.707 -0.95 0.37 -0.20 -0.0403
O 1.826 1.028 -0.529 0.13 0.01 -0.07 -0.4028
C 1.770 -0.576 2.666 0.30 0.29 -0.51 0.2209
C 2.447 -1.090 3.880 0.04 -0.08 -0.09 -1.3842
N 0.489 -0.305 2.557 -0.02 -0.25 0.52 0.1476
O -0.378 0.449 3.337 -0.01 -0.03 0.00 -0.4468
H 4.176 0.276 0.411 -0.01 -0.01 -0.01 0.4461
H 3.614 -1.402 0.189 -0.01 0.03 -0.03 0.4317
H 4.300 -0.896 1.720 -0.03 0.00 0.01 0.3983
H 2.455 0.408 -0.941 -0.03 0.01 0.04 0.3868
H 2.824 -2.099 3.700 -0.01 -0.01 0.03 0.3745
H 1.747 -1.121 4.711 0.01 -0.01 0.01 0.3738
H 3.296 -0.459 4.144 0.00 0.02 -0.01 0.3951
B -4.232 -0.175 -0.589 0.00 0.03 0.05 0.0344
C -3.009 0.153 0.186 -0.08 -0.04 0.00 0.5484
N -1.988 0.417 0.741 0.23 0.05 -0.06 -0.8990
H -4.687 -1.166 -0.070 0.04 -0.07 0.03 0.0301
H -4.969 0.771 -0.559 0.00 0.06 -0.04 -0.0063
H -3.729 -0.443 -1.662 -0.02 0.00 -0.07 -0.0060
C -0.468 2.586 -1.652 -0.21 -0.13 -0.06 -1.3788
C -0.196 3.403 -0.443 -0.01 0.20 -0.10 1.2861
N -0.082 2.960 0.832 0.05 -0.10 -0.18 0.0279
C 0.103 4.083 1.646 -0.02 0.13 0.17 -0.6239
C 0.081 5.175 0.862 0.05 -0.06 0.04 -0.3226
N -0.107 4.729 -0.437 -0.02 -0.03 0.00 0.1750
C -0.307 5.667 -1.585 0.13 -0.18 0.06 -1.2836
N -1.553 6.321 -1.486 -0.20 0.04 -0.02 0.6356
N -1.679 7.269 -0.499 0.22 -0.03 0.07 -0.4701
N -2.898 7.536 -0.326 -0.17 0.13 0.05 -0.5174
C -3.662 6.761 -1.184 -0.02 0.04 0.05 0.2916
C -5.047 6.722 -1.365 0.10 -0.06 -0.05 -0.6531
C -5.520 5.835 -2.304 0.04 -0.02 -0.02 -0.5342
C -4.644 5.023 -3.055 -0.16 -0.02 -0.02 -0.8130
C -3.277 5.064 -2.893 0.10 0.07 0.08 -0.6648
C -2.806 5.953 -1.924 0.07 -0.13 -0.12 1.2666
H -0.391 1.516 -1.460 -0.02 0.09 0.07 0.3479
H 0.239 2.817 -2.448 -0.01 0.02 0.01 0.4342
H -1.482 2.791 -2.004 0.04 0.01 -0.06 0.2041
H 0.224 4.004 2.714 -0.02 0.01 -0.01 0.4969
H 0.152 6.225 1.089 0.00 0.01 0.02 0.5145
H -0.230 5.097 -2.507 -0.03 0.04 -0.02 0.5300
H 0.503 6.393 -1.530 -0.04 0.02 -0.02 0.2704
H -5.705 7.364 -0.798 0.01 0.02 0.02 0.4533
H -6.582 5.766 -2.487 0.00 -0.01 -0.02 0.4131
H -5.063 4.359 -3.799 -0.01 0.00 0.00 0.4120
H -2.623 4.474 -3.522 0.02 -0.02 0.01 0.5020
```
Positions in Å, forces in eV/Å.

## Properties
Frontier orbital gap: 5.254 eV
Net charge: +2
E_LUMO: -8.574 eV
Strongest force on any atom: 1.13 eV/Å
Energy above the lowest of the compared OMol25 structures with the same formula, charge and spin: 9.7 kcal per mole
HOMO: -13.83 eV

Entry 6:
Computed, not measured: C15H13N7O2V as an isolated structure in a non-equilibrium geometry, with the ωB97M-V functional and the def2-TZVPD basis.

Geometry as XYZ:
```
38
Properties=species:S:1:pos:R:3:forces:R:3:mulliken_charge:R:1
V -1.341 -0.157 -0.238 -0.64 0.44 -2.19 0.9030
O -1.359 1.628 -0.898 0.14 -0.07 0.54 -0.9041
C -0.532 2.552 -0.385 -0.18 -0.51 -0.20 0.7881
C -0.967 3.882 -0.327 0.02 0.13 0.04 -0.4529
C -0.164 4.875 0.200 0.04 0.00 -0.01 -0.4363
C 1.120 4.576 0.666 -0.12 -0.03 -0.04 -0.6216
C 1.566 3.275 0.596 0.04 0.00 0.02 -0.6013
C 0.763 2.238 0.097 0.27 -0.18 0.06 0.5696
C 1.332 0.899 0.005 -0.07 0.12 -0.08 -0.7550
N 0.570 -0.133 -0.186 0.74 -0.66 0.31 0.4254
N 1.208 -1.358 -0.539 -0.11 0.88 0.28 -0.9173
C 0.326 -2.109 -1.112 -0.62 -0.27 -0.21 0.8183
O -0.946 -1.772 -1.283 0.55 0.00 0.63 -1.0016
C 0.734 -3.441 -1.626 -0.02 0.05 0.01 0.3714
C 2.028 -3.926 -1.444 0.01 -0.01 -0.01 -0.2734
C 2.375 -5.172 -1.941 -0.01 0.00 0.00 -0.5737
C 1.438 -5.941 -2.623 0.01 0.03 0.02 -0.3593
C 0.150 -5.460 -2.805 0.03 0.08 0.05 -0.5910
C -0.201 -4.212 -2.305 0.00 -0.14 -0.06 -0.3950
H -1.951 4.104 -0.721 0.01 -0.01 0.01 0.4434
H -0.527 5.895 0.234 0.00 -0.01 0.00 0.3884
H 1.758 5.354 1.064 -0.01 0.01 0.00 0.3974
H 2.567 3.028 0.935 -0.01 0.01 -0.01 0.3734
H 2.407 0.748 0.049 0.02 0.09 -0.16 0.3726
H 2.749 -3.317 -0.917 -0.02 -0.01 -0.01 0.4245
H 3.381 -5.545 -1.797 -0.01 0.00 0.00 0.3750
H 1.715 -6.913 -3.010 0.00 0.00 0.00 0.3791
H -0.583 -6.054 -3.337 0.00 0.00 0.00 0.3816
H -1.199 -3.820 -2.436 0.00 -0.01 -0.01 0.3704
N -3.276 2.905 3.560 0.31 -0.20 -0.14 -0.6223
N -2.423 1.965 2.981 -0.21 0.38 0.68 1.2638
N -1.292 1.593 3.552 0.07 -0.06 -0.39 -0.8470
C -0.851 0.718 2.657 0.05 -0.03 0.14 -0.1783
N -1.701 0.574 1.631 -0.35 0.34 1.23 0.0992
N -2.730 1.391 1.888 0.19 -0.42 -0.61 -0.7497
H -2.721 3.367 4.276 -0.06 0.01 -0.04 0.3296
H -3.510 3.563 2.822 -0.04 0.03 0.11 0.2908
H 0.090 0.200 2.722 -0.02 0.00 0.03 0.5148
```
Positions in Å, forces in eV/Å.

## Properties
Spin multiplicity: 2
Frontier orbital gap (alpha / beta): 7.130 / 5.775 eV
E_LUMO (alpha / beta): 0.081 / 0.116 eV
Strongest force on any atom: 2.33 eV/Å
<S²>: 0.9081
Energy above the lowest of the compared OMol25 structures with the same formula, charge and spin: 7.8 kcal per mole
HOMO (alpha / beta): -7.05 / -5.66 eV

Entry 7:
Computed, not measured: one molecule with the formula C3H7NO2 in a non-equilibrium geometry, with the ωB97M-V functional and the def2-TZVPD basis.

Geometry as XYZ:
```
13
Properties=species:S:1:pos:R:3:forces:R:3:mulliken_charge:R:1
C -1.952 -0.282 -0.654 -0.19 -0.05 -0.10 -0.8386
N -0.604 0.205 -0.456 0.12 -0.09 0.00 -0.1869
C 0.300 -0.543 0.203 -0.25 -0.25 -0.13 0.5425
O 0.123 -1.689 0.593 -0.54 -0.23 -0.60 -0.6549
C 1.572 0.080 0.701 0.01 -0.46 -0.17 -0.3322
O 1.668 1.499 0.579 0.06 -0.43 0.21 -0.5611
H -2.124 -0.574 -1.691 -0.02 -0.03 0.02 0.2644
H -2.072 -1.160 -0.018 -0.05 0.07 -0.10 0.3103
H -2.694 0.471 -0.376 0.17 -0.03 0.00 0.3076
H -0.361 1.156 -0.679 0.03 -0.02 0.13 0.2475
H 2.457 -0.401 0.284 -0.18 -0.13 -0.23 0.2999
H 1.413 -0.451 1.669 1.11 1.79 0.51 0.2700
H 2.274 1.689 -0.155 -0.26 -0.13 0.48 0.3315
```
Positions in Å, forces in eV/Å.

## Properties
Frontier orbital gap: 10.322 eV
E_LUMO: 0.616 eV
Strongest force on any atom: 2.16 eV/Å
Energy above the lowest of the compared OMol25 structures with the same formula, charge and spin: 30.3 kcal per mole
HOMO: -9.71 eV
SMILES: CNC(=O)CO

Entry 8:
Computed, not measured: a 4-piece molecular cluster, C7H14N2O2 overall in a non-equilibrium geometry, with the ωB97M-V functional and the def2-TZVPD basis.

Geometry as XYZ:
```
25
Properties=species:S:1:pos:R:3:forces:R:3:mulliken_charge:R:1
C 0.751 -1.618 0.333 -1.32 -1.71 -0.51 -0.3965
C 0.889 -0.391 0.763 2.75 1.58 -0.85 -0.4403
C 0.669 -7.310 0.882 1.09 -1.08 -0.79 0.6880
C 3.914 -0.866 0.153 -1.01 -0.76 -1.11 -1.0805
C 2.016 2.251 -0.976 -3.26 -4.63 2.15 -0.8719
C -5.091 3.125 0.633 -2.13 1.19 3.21 -0.6703
C 2.758 -0.003 -0.054 -0.95 2.70 1.00 0.3147
N 3.028 1.145 -0.643 0.01 1.34 -2.16 -0.2220
N -5.872 2.956 -0.565 -0.47 -3.00 -1.35 -0.5774
O 1.395 -8.171 1.142 0.13 -0.27 0.78 -0.3567
O 0.001 -6.485 0.455 -1.22 1.36 0.01 -0.3330
H 1.277 -2.355 -0.305 -0.06 0.74 0.48 0.1687
H -0.256 -1.941 0.644 0.30 -0.35 -0.05 0.2837
H 3.559 -1.558 -0.634 1.01 -0.64 -0.05 0.2765
H 4.942 -0.498 0.013 -0.48 -0.05 -0.03 0.3451
H 3.715 -1.409 1.050 0.41 -0.39 0.75 0.3577
H 1.107 1.768 -1.522 1.65 0.83 0.97 0.2775
H 1.606 2.724 -0.063 0.41 -0.61 -0.27 0.2791
H 2.392 2.980 -1.547 1.97 2.39 -2.26 0.4095
H -4.352 3.873 0.459 0.71 0.45 -0.03 0.2771
H -5.774 3.559 1.556 1.49 -0.92 -2.37 0.2246
H -4.647 2.233 1.054 0.30 -0.35 -0.02 0.2629
H 3.908 1.279 -1.264 -1.44 -0.46 1.95 0.3003
H -5.195 2.387 -1.226 -2.27 1.28 1.40 0.2407
H -6.742 2.327 -0.338 2.38 1.36 -0.83 0.2422
```
Positions in Å, forces in eV/Å.

## Properties
Frontier orbital gap: 8.343 eV
E_LUMO: 0.494 eV
Strongest force on any atom: 6.06 eV/Å
Energy above the lowest of the compared OMol25 structures with the same formula, charge and spin: 134.6 kcal per mole
HOMO: -7.85 eV

Number 1: E -8428.824 eV. Number 2: E -12250.669 eV. Number 3: E -31198.544 eV. Number 4: E -83303.716 eV. Number 5: E -35429.378 eV. Number 6: E -55977.106 eV. Number 7: E -8809.216 eV. Number 8: E -14554.941 eV.